Entry 1:
{"formula": "C4H2N2S2", "method": "ωB97M-V/def2-TZVPD", "e_above_lowest_kcal_mol": 111.49, "orbital_gap_ev": [4.7, 4.2], "e_homo_ev": [-8.2, -7.9], "charge": 0, "multiplicity": 1, "elements": ["C", "C", "C", "C", "N", "N", "S", "S", "H", "H"], "xyz": [[1.29597, -0.72907, -0.12105], [0.72894, 0.51848, -0.32043], [0.50665, -1.52045, 0.52533], [-1.37520, -0.21962, 0.21807], [-0.49584, 0.85268, 0.05206], [-0.74403, -1.37701, 0.63911], [-0.71648, 2.55494, 0.36870], [-3.02486, -0.45346, -0.13131], [2.34202, -0.81612, -0.54664], [1.48282, 1.18963, -0.68383]], "atomic_forces_ev_per_a": [[6.04, 0.89, -3.21], [0.60, -0.40, 0.24], [-7.51, -0.04, 1.59], [-4.08, -1.37, -0.22], [0.67, 0.68, 0.07], [5.02, -1.46, 0.47], [-0.73, -0.56, -0.21], [2.05, 1.62, 0.33], [-1.47, -0.40, 1.05], [-0.59, 1.04, -0.11]]}


Entry 2:
{"formula": "C35H37BCaF5N2O6SSe", "method": "ωB97M-V/def2-TZVPD", "e_above_lowest_kcal_mol": 57.87, "orbital_gap_ev": 6.0, "e_homo_ev": -3.9, "charge": -1, "multiplicity": 1, "elements": ["Ca", "C", "O", "C", "C", "O", "C", "C", "O", "C", "H", "H", "H", "H", "H", "H", "H", "H", "H", "H", "H", "H", "H", "H", "Se", "C", "C", "C", "C", "C", "C", "H", "H", "H", "H", "H", "C", "C", "C", "N", "C", "S", "N", "C", "O", "C", "C", "C", "C", "C", "C", "H", "H", "H", "H", "H", "H", "H", "H", "H", "H", "H", "H", "H", "H", "O", "B", "O", "C", "C", "C", "C", "C", "C", "H", "H", "H", "H", "F", "C", "C", "C", "F", "C", "F", "C", "F", "C", "F"], "xyz": [[-0.81984, -0.38759, 0.06865], [-1.93012, 0.93534, 2.70499], [-0.73763, 0.46804, 2.12145], [0.36707, 1.25728, 2.47897], [1.56482, 0.75482, 1.68293], [1.35752, 0.82694, 0.29781], [1.37214, 2.13543, -0.24772], [1.55375, 1.99953, -1.76132], [0.42532, 1.54828, -2.45772], [-0.54349, 2.54802, -2.71592], [-1.82974, 0.97559, 3.79627], [-2.71623, 0.22529, 2.44670], [-2.18939, 1.93181, 2.32979], [0.57226, 1.15638, 3.55740], [0.16916, 2.31511, 2.24984], [1.72023, -0.30929, 1.89342], [2.46372, 1.31619, 1.97815], [2.22786, 2.69943, 0.15012], [0.44616, 2.67823, -0.02205], [2.32658, 1.24196, -1.93412], [1.87643, 2.97061, -2.16386], [-0.06997, 3.43670, -3.15205], [-1.08865, 2.84459, -1.81530], [-1.24494, 2.11663, -3.42964], [-1.80341, 4.09985, 0.70452], [-3.53656, 4.74095, 1.10452], [-4.65200, 3.98312, 0.77940], [-5.91233, 4.44346, 1.10506], [-6.06965, 5.65598, 1.75488], [-4.95505, 6.41876, 2.05833], [-3.69186, 5.96835, 1.73302], [-4.52081, 3.03538, 0.27290], [-6.78301, 3.85521, 0.84877], [-7.05728, 6.00070, 2.02830], [-5.07777, 7.37420, 2.55132], [-2.81631, 6.55765, 1.96501], [-0.09767, -5.46440, 3.19720], [1.31104, -5.24608, 2.65918], [1.43511, -3.96306, 1.83522], [0.75147, -4.10399, 0.57190], [1.08124, -3.40427, -0.51952], [2.31947, -2.30832, -0.53779], [0.41914, -3.66201, -1.69882], [-0.30571, -4.75138, -2.12727], [-0.82408, -4.74278, -3.21915], [-0.33831, -5.96548, -1.25754], [-1.56053, -6.52488, -0.90315], [-1.59903, -7.69747, -0.16860], [-0.42082, -8.33294, 0.18660], [0.79811, -7.79251, -0.18880], [0.84357, -6.60898, -0.90243], [-0.14743, -6.38886, 3.76753], [-0.81943, -5.52629, 2.38623], [-0.38272, -4.64592, 3.85175], [1.60111, -6.09848, 2.04010], [2.00585, -5.18135, 3.49948], [2.48565, -3.75272, 1.61025], [1.02260, -3.11216, 2.39394], [-0.18209, -4.48768, 0.62007], [0.43212, -2.89442, -2.37168], [-2.47323, -6.03721, -1.20764], [-2.54940, -8.12262, 0.11874], [-0.45029, -9.25670, 0.74685], [1.71672, -8.29865, 0.07235], [1.79388, -6.19152, -1.19917], [-1.17634, -1.51708, -2.94202], [-1.79553, -0.83782, -1.87039], [-3.15950, -0.73179, -2.17336], [-3.36267, -1.32726, -3.37000], [-4.52808, -1.49408, -4.08878], [-4.43370, -2.15774, -5.30348], [-3.21809, -2.62519, -5.78054], [-2.04540, -2.46112, -5.05887], [-2.13674, -1.80782, -3.84749], [-5.47108, -1.12493, -3.71833], [-5.32973, -2.32084, -5.88471], [-3.18711, -3.12682, -6.73744], [-1.10514, -2.84256, -5.41954], [-1.18951, -1.82770, 3.63965], [-2.01590, -2.51461, 2.79353], [-1.68893, -2.53597, 1.44201], [-2.56412, -3.33190, 0.71117], [-2.32969, -3.46389, -0.63299], [-3.64692, -4.03879, 1.22021], [-4.42879, -4.81384, 0.43313], [-3.92318, -3.94653, 2.57784], [-4.97008, -4.61262, 3.11089], [-3.09661, -3.16688, 3.37542], [-3.34575, -3.06770, 4.70172]], "atomic_forces_ev_per_a": [[2.18, 0.00, 2.46], [-0.93, 0.30, 0.61], [0.15, 0.42, 0.41], [0.87, 0.47, 0.06], [-0.03, -0.12, 0.90], [-0.31, -0.22, -0.32], [0.07, 0.49, -0.81], [0.16, 0.04, 0.21], [0.03, -0.32, 0.20], [-0.20, 0.06, 0.01], [0.00, -0.14, -0.09], [-0.02, -0.02, 0.05], [0.11, -0.06, -0.04], [-0.05, 0.01, -0.18], [-0.11, -0.12, 0.12], [0.10, 0.10, 0.03], [-0.11, -0.09, -0.08], [-0.11, -0.10, 0.08], [0.06, 0.02, 0.09], [0.03, 0.20, 0.00], [0.08, -0.06, 0.05], [-0.03, -0.03, -0.02], [0.01, 0.07, -0.01], [0.01, 0.05, 0.02], [0.63, -0.23, -0.17], [0.79, -0.37, -0.16], [-0.29, -0.05, 0.00], [-0.23, -0.08, -0.02], [-0.31, 0.07, 0.07], [-0.09, 0.21, 0.10], [-0.17, 0.18, 0.10], [0.01, 0.01, 0.00], [-0.08, -0.07, 0.00], [-0.08, 0.05, -0.02], [0.00, 0.08, 0.06], [0.05, 0.01, 0.02], [0.26, -0.05, -0.02], [-0.18, 0.19, -0.04], [0.39, -0.18, 0.28], [-0.18, 0.23, -0.34], [0.13, -0.71, 0.45], [0.28, 0.82, -0.06], [-0.14, 0.38, -0.24], [-0.01, -0.18, 0.04], [-0.11, -0.01, 0.01], [-0.06, -0.45, -0.09], [0.06, 0.19, -0.10], [0.00, -0.08, 0.08], [-0.06, -0.06, 0.06], [0.11, -0.02, -0.03], [-0.13, -0.05, -0.13], [-0.09, -0.12, 0.03], [-0.24, -0.04, -0.05], [-0.12, 0.13, 0.07], [0.12, 0.03, 0.03], [0.07, -0.01, -0.05], [-0.23, 0.01, 0.09], [0.05, 0.00, -0.06], [0.07, -0.02, -0.11], [0.01, -0.20, 0.12], [-0.11, 0.10, -0.02], [-0.09, 0.00, 0.01], [-0.01, -0.05, 0.05], [0.07, -0.02, 0.02], [0.12, 0.09, -0.01], [0.52, -0.18, -0.33], [-1.27, -0.32, -2.25], [-0.68, 0.17, -0.01], [0.37, -0.47, -0.79], [0.10, 0.13, 0.30], [-0.09, -0.08, -0.16], [-0.16, -0.04, -0.19], [0.20, 0.15, 0.26], [-1.04, -0.05, -0.43], [-0.11, 0.05, 0.08], [-0.07, 0.01, -0.07], [0.02, -0.07, -0.04], [0.15, -0.06, -0.01], [-0.28, -0.12, 0.22], [0.35, -0.02, -0.56], [-0.95, -0.14, 0.22], [0.42, 0.27, 0.17], [-0.31, -0.17, 0.10], [-0.06, -0.14, -0.12], [0.21, 0.22, 0.22], [-0.07, -0.04, -0.02], [0.40, 0.25, -0.17], [0.11, 0.08, 0.22], [0.04, -0.10, -0.33]]}


Repeat the first record exactly.
{"formula": "C4H2N2S2", "method": "ωB97M-V/def2-TZVPD", "e_above_lowest_kcal_mol": 111.49, "orbital_gap_ev": [4.7, 4.2], "e_homo_ev": [-8.2, -7.9], "charge": 0, "multiplicity": 1, "elements": ["C", "C", "C", "C", "N", "N", "S", "S", "H", "H"], "xyz": [[1.29597, -0.72907, -0.12105], [0.72894, 0.51848, -0.32043], [0.50665, -1.52045, 0.52533], [-1.37520, -0.21962, 0.21807], [-0.49584, 0.85268, 0.05206], [-0.74403, -1.37701, 0.63911], [-0.71648, 2.55494, 0.36870], [-3.02486, -0.45346, -0.13131], [2.34202, -0.81612, -0.54664], [1.48282, 1.18963, -0.68383]], "atomic_forces_ev_per_a": [[6.04, 0.89, -3.21], [0.60, -0.40, 0.24], [-7.51, -0.04, 1.59], [-4.08, -1.37, -0.22], [0.67, 0.68, 0.07], [5.02, -1.46, 0.47], [-0.73, -0.56, -0.21], [2.05, 1.62, 0.33], [-1.47, -0.40, 1.05], [-0.59, 1.04, -0.11]]}


- Which of these has the highest charge?
  C4H2N2S2


- What is the multiplicity in the first record?
  1


- Which of these has the highest charge?
  C4H2N2S2